Here is one molecule with the formula C17H17N5O3S from the OMol25 dataset. Energies are from wB97M-V/def2-TZVPD.

## Properties
Strongest force on any atom ... 1.3 eV/Å
Molar mass ... 371.42 Da
Energy above the lowest of the compared OMol25 structures with the same formula, charge and spin ... 22.8 kcal/mol
Kohn-Sham gap ... 8.59 eV
Net charge ... 0
LUMO energy ... 0.699 eV
HOMO energy ... -7.9 eV
Total energy ... -1555.704216 Eh

Geometry (Å):
1 C -1.338 -1.837 -1.763
2 C -0.706 -0.715 -1.017
3 C 0.602 -0.354 -0.930
4 C 0.678 0.816 -0.118
5 C 1.860 1.540 0.291
6 O 1.838 2.577 0.929
7 C 3.189 0.934 -0.127
8 S 3.426 -0.699 0.673
9 C 5.148 -0.816 0.520
10 N 5.831 -1.846 0.963
11 N 7.115 -1.522 0.653
12 C 7.131 -0.318 0.035
13 N 8.251 0.264 -0.476
14 N 5.906 0.153 -0.060
15 C -0.626 1.131 0.249
16 C -1.112 2.232 1.115
17 N -1.451 0.197 -0.294
18 C -2.852 0.163 -0.153
19 C -3.617 1.223 -0.619
20 C -5.004 1.226 -0.498
21 C -5.584 0.132 0.096
22 C -4.815 -0.937 0.566
23 C -3.448 -0.947 0.459
24 O -5.637 -1.882 1.112
25 C -6.950 -1.380 0.975
26 O -6.906 -0.122 0.336
27 H -2.263 -1.513 -2.238
28 H -1.570 -2.673 -1.104
29 H -0.652 -2.191 -2.527
30 H 1.422 -0.867 -1.390
31 H 3.231 0.786 -1.206
32 H 4.010 1.572 0.195
33 H 7.863 -2.161 0.859
34 H 9.120 0.050 -0.014
35 H 8.127 1.234 -0.717
36 H -1.334 3.120 0.523
37 H -0.328 2.501 1.818
38 H -2.013 1.938 1.651
39 H -3.124 2.058 -1.091
40 H -5.600 2.047 -0.858
41 H -2.857 -1.762 0.839
42 H -7.409 -1.272 1.971
43 H -7.552 -2.079 0.373

=====

Here is C17H17N5ORuS as an isolated structure from the OMol25 dataset. Energies are from wB97M-V/def2-TZVPD.

## Properties
Strongest force on any atom ... 0.5 eV/Å
Molar mass ... 440.49 Da
Energy above the lowest of the compared OMol25 structures with the same formula, charge and spin ... 0.0 kcal/mol
Kohn-Sham gap (spin up / spin down) ... 5.71 / 5.71 eV
Net charge ... +2
LUMO energy (spin up / spin down) ... -9.140 / -9.141 eV
HOMO energy (spin up / spin down) ... -14.9 / -14.9 eV
Total energy ... -1499.501481 Eh

Geometry (Å):
1 Ru 0.314 -0.208 -0.763
2 C -1.250 -5.568 -0.727
3 C -2.385 -4.947 -1.242
4 C -2.433 -3.575 -1.377
5 C -1.322 -2.824 -0.981
6 C -0.180 -3.440 -0.467
7 C -0.148 -4.816 -0.341
8 N -1.326 -1.416 -1.107
9 N -2.335 -0.847 -1.562
10 C -2.192 0.545 -1.661
11 C -3.245 1.314 -2.109
12 C -3.074 2.698 -2.169
13 C -1.879 3.294 -1.780
14 C -0.824 2.516 -1.317
15 C -0.969 1.134 -1.271
16 H -1.227 -6.645 -0.630
17 H -3.236 -5.543 -1.543
18 H -3.307 -3.085 -1.778
19 H 0.677 -2.853 -0.167
20 H 0.732 -5.303 0.054
21 H -4.175 0.847 -2.403
22 H -3.887 3.317 -2.523
23 H -1.771 4.368 -1.839
24 H 0.113 2.982 -1.032
25 O 3.508 -1.210 -3.084
26 C 2.749 -0.712 -2.384
27 N 1.969 -0.167 -1.606
28 S 0.256 -0.484 1.388
29 C 1.235 0.875 2.016
30 N 2.515 0.674 2.228
31 C 3.400 1.700 2.812
32 C 2.823 3.073 2.515
33 C 1.367 3.133 2.945
34 N 0.645 2.006 2.327
35 H 2.896 -0.231 1.994
36 H 4.386 1.577 2.371
37 H 3.479 1.518 3.885
38 H 2.904 3.283 1.447
39 H 3.395 3.834 3.043
40 H 0.891 4.055 2.619
41 H 1.265 3.060 4.029
42 H -0.354 2.070 2.192

=====

Here is C17H17N6O3PtS as an isolated structure from the OMol25 dataset. Energies are from wB97M-V/def2-TZVPD.

## Properties
Strongest force on any atom ... 2.9 eV/Å
Molar mass ... 580.51 Da
Kohn-Sham gap (spin up / spin down) ... 4.06 / 4.06 eV
Net charge ... +1
LUMO energy (spin up / spin down) ... -6.616 / -6.615 eV
HOMO energy (spin up / spin down) ... -10.7 / -10.7 eV
Total energy ... -1729.453420 Eh

Geometry (Å):
1 Pt 0.420 0.163 0.242
2 N 0.599 0.850 4.432
3 C 0.434 1.062 3.119
4 S 1.837 0.822 2.065
5 N -0.685 1.510 2.662
6 N -0.803 1.518 1.322
7 C -1.430 2.473 0.704
8 C -1.893 3.697 1.372
9 C -1.063 4.357 2.282
10 C -1.464 5.548 2.859
11 C -2.706 6.086 2.553
12 C -3.554 5.419 1.680
13 C -3.153 4.236 1.088
14 C -1.544 2.282 -0.760
15 C -1.853 3.357 -1.621
16 C -1.702 3.200 -3.010
17 C -1.353 1.997 -3.520
18 C -1.207 0.822 -2.620
19 N -1.200 1.096 -1.206
20 H 1.527 0.733 4.801
21 H -0.143 1.113 5.061
22 H -0.082 3.964 2.503
23 H -0.803 6.058 3.546
24 H -3.013 7.026 2.992
25 H -4.534 5.823 1.460
26 H -3.828 3.703 0.430
27 H -2.077 4.328 -1.211
28 H -1.827 4.053 -3.662
29 H -1.174 1.827 -4.573
30 H -2.029 0.116 -2.813
31 N 0.086 -1.901 1.340
32 C 0.577 -3.018 0.534
33 C 1.317 -2.581 -0.739
34 O 1.745 -3.420 -1.503
35 N 1.409 -1.247 -0.915
36 C 1.991 -0.775 -2.184
37 C 1.119 0.421 -2.482
38 O 1.348 1.553 -2.112
39 O -0.064 0.016 -2.966
40 H -0.879 -2.005 1.625
41 H 0.663 -1.751 2.159
42 H 1.266 -3.646 1.097
43 H -0.247 -3.642 0.192
44 H 3.033 -0.475 -2.074
45 H 1.893 -1.548 -2.944

=====

Here is one molecule with the formula C17H17NO2S from the OMol25 dataset. Energies are from wB97M-V/def2-TZVPD.

## Properties
Strongest force on any atom ... 0.6 eV/Å
Molar mass ... 299.39 Da
Energy above the lowest of the compared OMol25 structures with the same formula, charge and spin ... 11.6 kcal/mol
Kohn-Sham gap ... 9.02 eV
Net charge ... 0
LUMO energy ... 0.669 eV
HOMO energy ... -8.4 eV
Total energy ... -1261.430806 Eh

Geometry (Å):
1 C 5.115 -0.115 0.123
2 O 3.973 0.082 0.921
3 C 2.799 -0.479 0.524
4 C 1.702 -0.253 1.356
5 C 0.461 -0.763 1.041
6 C 0.274 -1.518 -0.112
7 C -1.064 -2.035 -0.549
8 C -2.165 -2.080 0.501
9 C -3.161 -0.940 0.672
10 O -4.250 -1.224 1.135
11 N -2.863 0.369 0.422
12 C -3.919 1.311 0.775
13 C -1.715 0.957 -0.140
14 C -1.196 2.112 0.446
15 C -0.141 2.791 -0.131
16 C 0.407 2.347 -1.322
17 C -0.085 1.198 -1.909
18 C -1.131 0.505 -1.322
19 S -1.634 -1.047 -2.014
20 C 1.374 -1.748 -0.930
21 C 2.623 -1.242 -0.625
22 H 4.982 0.302 -0.880
23 H 5.374 -1.176 0.045
24 H 5.921 0.415 0.628
25 H 1.848 0.336 2.247
26 H -0.362 -0.562 1.708
27 H -0.934 -3.037 -0.968
28 H -1.724 -2.258 1.488
29 H -2.806 -2.941 0.296
30 H -3.885 1.561 1.837
31 H -3.816 2.213 0.177
32 H -4.879 0.839 0.571
33 H -1.620 2.469 1.372
34 H 0.250 3.674 0.352
35 H 1.221 2.885 -1.784
36 H 0.334 0.820 -2.828
37 H 1.246 -2.326 -1.834
38 H 3.446 -1.445 -1.292

=====

Here is C17H18AsF6IrNO10SSe as an isolated structure from the OMol25 dataset. Energies are from wB97M-V/def2-TZVPD.

## Properties
Strongest force on any atom ... 5.8 eV/Å
Molar mass ... 888.48 Da
Energy above the lowest of the compared OMol25 structures with the same formula, charge and spin ... 117.1 kcal/mol
Kohn-Sham gap (spin up / spin down) ... 6.41 / 6.33 eV
Net charge ... -2
2S+1 ... 2
LUMO energy (spin up / spin down) ... 4.117 / 4.001 eV
HOMO energy (spin up / spin down) ... -2.3 / -2.3 eV
Total energy ... -7204.557087 Eh

Geometry (Å):
1 Ir -0.084 1.879 0.935
2 O 1.569 1.000 4.643
3 S 0.591 0.931 3.585
4 O -0.564 0.039 4.091
5 O 0.103 2.273 3.165
6 O 1.102 0.273 2.344
7 C -2.864 -1.412 3.835
8 As -1.339 -1.164 2.648
9 C -2.302 -2.050 1.013
10 C -0.285 -2.732 3.203
11 H -3.390 -2.343 3.627
12 H -3.536 -0.565 3.695
13 H -2.492 -1.399 4.857
14 H -2.586 -3.070 1.276
15 H -1.626 -2.017 0.159
16 H -3.172 -1.415 0.850
17 H -0.914 -3.624 3.213
18 H 0.119 -2.535 4.195
19 H 0.537 -2.865 2.500
20 C -4.591 1.780 -1.194
21 C -3.386 1.340 -2.035
22 C -2.134 1.864 -1.493
23 N -1.148 2.232 -1.046
24 H -5.499 1.303 -1.565
25 H -4.711 2.862 -1.223
26 H -4.445 1.522 -0.145
27 H -3.483 1.674 -3.069
28 H -3.291 0.253 -2.032
29 O -2.634 2.876 3.844
30 Se -2.600 2.624 2.256
31 O -4.095 2.831 1.646
32 O -2.088 1.066 1.757
33 O -1.534 3.533 1.369
34 F 3.332 -4.403 -5.283
35 C 4.188 -3.873 -4.371
36 F 4.735 -4.941 -3.737
37 F 5.184 -3.301 -5.077
38 C 3.511 -2.933 -3.436
39 C 2.456 -3.407 -2.663
40 C 1.786 -2.553 -1.809
41 C 2.154 -1.203 -1.710
42 C 3.237 -0.750 -2.477
43 C 3.908 -1.606 -3.334
44 C 1.430 -0.292 -0.886
45 C 0.795 0.548 -0.288
46 H 2.169 -4.449 -2.743
47 H 0.966 -2.913 -1.201
48 H 3.532 0.287 -2.383
49 H 4.739 -1.250 -3.928
50 F 2.462 5.942 -0.897
51 C 2.748 4.668 -1.248
52 F 1.982 4.380 -2.316
53 F 4.021 4.678 -1.689
54 C 2.546 3.669 -0.048
55 O 3.553 3.410 0.585
56 O 1.334 3.327 0.032